The following is a quantum chemistry calculation of C29H22ClN3O5S in the gas phase, from the Open Molecules 2025 dataset.

Summary:
SMILES string = CC1=C(C(=O)Nc2ccccc2)[C@H](c2ccc(Cl)cc2)n2c(s/c(=C/c3cccc(OCC(=O)O)c3)c2=O)=N1
DFT total energy = -2517.206135 Ha
largest force on an atom = 0.9 eV/Å
molecular weight = 560.0 g/mol
LUMO = -0.9282 eV
highest occupied orbital energy = -0.304 Ha

```
! wB97M-V def2-TZVPD RIJCOSX def2/J DEFGRID3
* xyz 0 1
C 4.94607 -1.01798 1.78995
C 3.63011 -0.71100 1.16469
C 2.53655 -0.25112 1.82249
C 2.57646 0.02910 3.27748
O 3.61592 0.21905 3.87887
N 1.34238 0.06015 3.87028
C 1.02032 0.29399 5.20951
C -0.30334 0.07790 5.59286
C -0.69857 0.30511 6.89617
C 0.21856 0.75102 7.83386
C 1.53232 0.96636 7.45458
C 1.94030 0.74287 6.15200
C 1.23800 -0.01087 1.07714
C 0.21061 -1.10232 1.33828
C 0.59380 -2.43849 1.31465
C -0.33715 -3.43933 1.52029
C -1.66284 -3.10026 1.74555
Cl -2.82896 -4.34598 2.00806
C -2.06318 -1.77285 1.75909
C -1.12487 -0.77831 1.55281
N 1.48829 0.03579 -0.36240
C 2.61764 -0.54332 -0.87579
S 2.53607 -0.61789 -2.61468
C 0.99695 0.25600 -2.62558
C 0.35961 0.50653 -3.78517
C -0.86507 1.25240 -4.00813
C -1.20361 2.39585 -3.28870
C -2.36725 3.08143 -3.58774
C -3.20935 2.63903 -4.58834
C -2.87381 1.50130 -5.32086
O -3.75786 1.15129 -6.31740
C -3.59208 -0.10332 -6.93946
C -2.44916 -0.08919 -7.96723
O -1.86756 -1.07379 -8.31468
O -2.18431 1.12531 -8.44418
C -1.69809 0.82455 -5.04877
C 0.54927 0.51636 -1.24283
O -0.48447 1.03381 -0.88368
N 3.62199 -0.93773 -0.20212
H 4.82105 -1.53076 2.73960
H 5.47759 -0.09084 1.99680
H 5.53064 -1.61880 1.09916
H 0.55258 -0.23643 3.31352
H -1.01927 -0.27264 4.86077
H -1.72618 0.13288 7.18049
H -0.09075 0.92829 8.85277
H 2.25268 1.31396 8.18002
H 2.96372 0.90723 5.86102
H 0.80596 0.96335 1.34966
H 1.62756 -2.69816 1.13913
H -0.03840 -4.47526 1.50537
H -3.09863 -1.52145 1.92505
H -1.43406 0.25631 1.54294
H 0.80555 0.08612 -4.67951
H -0.55122 2.75705 -2.51287
H -2.62313 3.96960 -3.03120
H -4.12520 3.15654 -4.82537
H -4.52559 -0.29144 -7.48083
H -3.44028 -0.91181 -6.21746
H -2.75762 1.78969 -8.02107
H -1.40669 -0.04485 -5.61886
*
```

Atom charges from the Mulliken analysis, given in e for atoms 1 to 8: -1.25 0.89 -0.11 0.08 -0.72 0.21 0.78 -0.61

---

The following is a quantum chemistry calculation of 10 unconnected molecules or ions with the total composition C6H35N2O9, from the Open Molecules 2025 dataset.

Summary:
energy above the lowest of the compared OMol25 structures with the same formula, charge and spin = 202.83 kJ/mol
DFT total energy = -1036.047190 Ha
largest force on an atom = 2.7 eV/Å
molecular weight = 279.4 g/mol
LUMO = -2.4935 eV
highest occupied orbital energy = -0.400 Ha

```
! wB97M-V def2-TZVPD RIJCOSX def2/J DEFGRID3
* xyz 1 1
N -1.87117 -2.99102 1.02739
C -0.81409 -2.29479 0.27698
C -0.93512 -0.72623 0.36645
N 0.04799 -0.11046 -0.50908
C 1.41540 -0.23981 -0.01193
C -0.88744 2.16206 -0.32122
C -0.29681 1.07360 -1.31853
C -1.33956 0.68942 -2.39663
H -1.67841 -2.89615 2.07173
H -2.89272 -2.53494 0.95069
H -1.87912 -3.96883 0.67887
H -0.89621 -2.53474 -0.80582
H 0.19696 -2.55369 0.59860
H -1.86781 -0.35132 0.00497
H -0.75753 -0.47036 1.43183
H 1.54308 -1.22938 0.47543
H 2.19463 -0.11588 -0.78287
H 1.71798 0.54763 0.77506
H -0.09125 2.69277 0.19003
H -1.60389 2.71733 -0.93762
H -1.49323 1.63487 0.42393
H 0.62441 1.51863 -1.72240
H -1.31357 1.59346 -3.00694
H -2.36073 0.51238 -2.01485
H -1.12170 -0.16641 -3.04143
H 0.94077 -0.38580 2.72416
H 1.03898 0.18969 4.15962
O 0.72251 -0.56256 3.64637
H 3.05417 -1.05304 -3.83724
H 4.22233 -0.53169 -2.83994
O 3.80981 -0.46977 -3.70525
H -2.86625 0.23500 3.41421
H -2.57703 1.53045 2.47640
O -3.09429 0.73491 2.62142
H 2.39770 3.84962 -0.45667
H 3.11320 2.65197 -1.20693
O 2.65268 2.92671 -0.39641
H 2.33368 2.95416 2.46544
H 2.46771 2.24582 1.19127
O 2.19855 2.06134 2.12703
H -4.71654 -1.32796 1.23165
H -3.53390 -0.46595 1.77424
O -3.75482 -1.28992 1.18879
H -0.85945 -1.40566 3.73846
H -1.86310 -2.37930 4.42743
O -1.73080 -1.84874 3.63169
H 0.61441 -1.80527 -4.30780
H 0.67948 -1.37965 -2.86064
O 1.24892 -1.70558 -3.57797
H 3.52674 2.42036 -3.67517
H 3.24595 0.96020 -3.35806
O 3.08849 1.89249 -2.99874
*
```

Atom charges from the Mulliken analysis, given in e for atoms 1 to 8: -0.05 -1.04 -0.94 1.05 -0.34 -0.88 0.30 -1.39

---

The following is a quantum chemistry calculation of 2 unconnected molecules or ions with the total composition C5H13N2OS, from the Open Molecules 2025 dataset.

Summary:
energy above the lowest of the compared OMol25 structures with the same formula, charge and spin = 264.42 kJ/mol
DFT total energy = -780.692997 Ha
largest force on an atom = 6.8 eV/Å
molecular weight = 149.2 g/mol
<S²> = 2.01
LUMO (alpha / beta) = -3.2403 / -7.2775 eV
highest occupied orbital energy (alpha / beta) = -0.347 / -0.522 Ha

```
! wB97M-V def2-TZVPD RIJCOSX def2/J DEFGRID3
* xyz 1 3
C -1.03007 0.54639 -0.04657
C 1.06703 -0.92030 -1.32702
C 1.10384 -0.75295 1.18338
C 1.82451 1.14509 -0.27037
C 0.99283 -0.04213 -0.07328
N -1.96280 -0.38449 -0.05704
N -1.32328 1.75712 0.29851
O -1.61501 -1.73889 0.11962
S -3.61926 0.03976 0.05214
H 0.98465 -0.22778 -2.08961
H 0.31381 -1.67907 -1.50613
H 2.08922 -1.45401 -1.37653
H 1.23368 -0.03751 2.05744
H 2.09364 -1.32697 1.06555
H 0.19285 -1.47276 1.40886
H 2.03141 1.59382 -1.24853
H 1.66943 2.01405 0.32339
H 2.82935 0.88600 0.16019
H -0.77867 2.65783 0.11279
H -2.28910 2.05566 0.54320
H -2.03606 -2.20294 -0.58974
H -3.77200 -0.45590 1.25973
*
```

Atom charges from the Mulliken analysis, given in e for atoms 1 to 8: 0.31 -1.37 -1.29 -1.70 1.39 0.12 -0.35 -0.35

---

The following is a quantum chemistry calculation of C16H20F3NO3S in the gas phase, from the Open Molecules 2025 dataset.

Summary:
energy above the lowest of the compared OMol25 structures with the same formula, charge and spin = 0.00 kJ/mol
SMILES string = CCCS(=O)(=O)N1CCC(C(=O)c2cccc(C(F)(F)F)c2)CC1
DFT total energy = -1599.971216 Ha
largest force on an atom = 1.1 eV/Å
molecular weight = 363.4 g/mol
LUMO = 0.0818 eV
highest occupied orbital energy = -0.358 Ha

```
! wB97M-V def2-TZVPD RIJCOSX def2/J DEFGRID3
* xyz 0 1
C 4.82412 0.29089 2.65882
C 3.53633 0.31696 3.47253
C 2.65518 -0.87982 3.16292
S 1.95280 -0.72951 1.49220
O 2.90597 -1.15853 0.51255
O 1.40635 0.59720 1.35447
N 0.71517 -1.87002 1.59067
C -0.60936 -1.32773 1.81074
C -1.40332 -1.19645 0.49906
C -0.40590 -1.08667 -0.66347
C -1.13479 -0.69496 -1.92947
O -1.33432 -1.46912 -2.83598
C -1.64513 0.70803 -1.98915
C -1.18391 1.74108 -1.17374
C -1.70893 3.01605 -1.30268
C -2.69650 3.28278 -2.23444
C -3.15708 2.25448 -3.04870
C -4.20829 2.55273 -4.08122
F -5.11351 3.44724 -3.64698
F -4.89759 1.46911 -4.46044
F -3.67893 3.07790 -5.20339
C -2.63226 0.97903 -2.93624
C 0.33708 -2.41713 -0.80232
C 0.75011 -2.92188 0.59218
H 5.42745 -0.57391 2.92634
H 5.40768 1.18913 2.84378
H 4.59291 0.23376 1.59906
H 2.97050 1.21970 3.23430
H 3.77004 0.33116 4.54036
H 3.20316 -1.81694 3.17400
H 1.79421 -0.93828 3.82259
H -0.47059 -0.34742 2.26711
H -1.13718 -1.97575 2.51878
H -2.05297 -0.32226 0.54395
H -2.02713 -2.07804 0.33955
H 0.32064 -0.30728 -0.42453
H -0.40618 1.57259 -0.44462
H -1.34221 3.81055 -0.67147
H -3.11012 4.27481 -2.33310
H -2.97878 0.17654 -3.57069
H 1.22214 -2.26602 -1.41964
H -0.30645 -3.14477 -1.29901
H 1.76857 -3.30662 0.57348
H 0.08104 -3.71260 0.94184
*
```

Atom charges from the Mulliken analysis, given in e for atoms 1 to 8: -1.10 -0.45 -0.65 1.00 -0.65 -0.67 0.10 -1.05

---

The following is a quantum chemistry calculation of a molecular structure, C29H28GeHfN3O4S, from the Open Molecules 2025 dataset.

Summary:
energy above the lowest of the compared OMol25 structures with the same formula, charge and spin = 0.00 kJ/mol
DFT total energy = -4109.980839 Ha
largest force on an atom = 2.9 eV/Å
molecular weight = 765.7 g/mol
LUMO = -4.1921 eV
highest occupied orbital energy = -0.378 Ha

```
! wB97M-V def2-TZVPD RIJCOSX def2/J DEFGRID3
* xyz 1 1
Hf -0.91511 -0.25645 -0.81090
O -2.85539 -0.68249 -0.72207
C -3.71487 -0.39324 -1.60711
C -3.68735 0.75513 -2.41687
C -4.84087 1.04571 -3.18450
C -4.91659 2.22885 -3.84172
C -3.88165 3.18021 -3.76726
C -2.74324 2.90969 -3.06133
C -2.58308 1.67204 -2.40369
O -1.46022 1.38005 -1.82628
N -6.11606 2.53267 -4.63805
O -6.15053 3.60936 -5.18974
O -6.98156 1.68716 -4.68156
H -4.58064 -1.05506 -1.69229
H -5.66711 0.34795 -3.22996
H -4.00755 4.12138 -4.28433
H -1.93221 3.62192 -3.00725
C -0.27093 0.87176 0.79284
Ge 0.42728 -0.35196 2.09663
C 2.37601 -0.23928 2.24068
C 2.93174 1.02250 2.46221
C 4.30394 1.18298 2.59924
C 5.14352 0.08016 2.50532
C 4.60689 -1.17978 2.28502
C 3.23135 -1.33683 2.15932
C -0.05524 -1.93836 0.98382
C 0.65111 -2.20471 -0.20085
C 0.05776 -2.92595 -1.24705
C -1.23676 -3.41487 -1.10599
C -1.90824 -3.24811 0.10276
C -1.33608 -2.49880 1.12198
C -0.31203 -0.66331 3.86359
C 0.30722 -1.61957 4.66899
C -0.18305 -1.89258 5.93761
C -1.29258 -1.20573 6.41421
C -1.90959 -0.24719 5.62425
C -1.42152 0.02140 4.35127
H -0.66309 1.84332 1.09045
H 2.28345 1.89032 2.53572
H 4.71933 2.16605 2.78242
H 6.21349 0.20184 2.61185
H 5.25754 -2.04279 2.22363
H 2.82544 -2.33116 2.00082
H 1.68444 -1.88504 -0.28436
H 0.62032 -3.14026 -2.14478
H -1.68966 -3.97431 -1.91406
H -2.89601 -3.67076 0.23322
H -1.87257 -2.35630 2.05371
H 1.18508 -2.14712 4.31152
H 0.30295 -2.63470 6.55738
H -1.67261 -1.41710 7.40493
H -2.76874 0.29244 6.00094
H -1.90878 0.77182 3.73880
C 3.07835 0.36716 -4.75378
N 3.15132 0.79200 -3.36276
C 2.18783 0.60329 -2.45777
S 0.77505 -0.26883 -2.91399
N 2.36811 1.05756 -1.22197
C 3.52744 1.82330 -0.79861
H 4.06598 0.47924 -5.19238
H 2.36405 0.96925 -5.31490
H 2.77865 -0.67613 -4.81368
H 3.93752 1.36271 -3.09985
H 1.60092 0.94311 -0.55506
H 3.63959 2.73920 -1.38482
H 4.44052 1.22764 -0.86629
H 3.38735 2.09755 0.24271
*
```

Atom charges from the Mulliken analysis, given in e for atoms 1 to 8: 0.45 -0.52 -0.11 0.93 -0.67 -0.44 -0.33 -0.86

---

The following is a quantum chemistry calculation of C24H28FN3O2 in the gas phase, from the Open Molecules 2025 dataset.

Summary:
energy above the lowest of the compared OMol25 structures with the same formula, charge and spin = 0.00 kJ/mol
SMILES string = Cc1ccc(CCN2C[C@@H](C(=O)N3CCN(c4ccc(F)cc4)CC3)CC2=O)cc1
DFT total energy = -1346.000041 Ha
largest force on an atom = 0.4 eV/Å
molecular weight = 409.5 g/mol
LUMO = 0.4168 eV
highest occupied orbital energy = -0.289 Ha

```
! wB97M-V def2-TZVPD RIJCOSX def2/J DEFGRID3
* xyz 0 1
C 1.58574 -4.45390 2.28420
C 0.89889 -4.34521 0.95650
C 1.45211 -3.61777 -0.08625
C 0.79898 -3.51525 -1.30228
C -0.42337 -4.13719 -1.50713
C -1.18008 -3.94879 -2.79156
C -2.29284 -2.90366 -2.58340
N -1.78943 -1.70234 -1.97346
C -0.97698 -0.74542 -2.68477
C -0.25934 0.03757 -1.57560
C -0.06046 1.49664 -1.96552
O -0.74729 2.03181 -2.81573
N 0.91700 2.16954 -1.31541
C 1.74791 1.63542 -0.25355
C 2.29257 2.80605 0.58405
N 1.27514 3.79622 0.81396
C 0.44894 3.75840 1.92153
C 0.44080 2.69178 2.82699
C -0.36568 2.71304 3.94862
C -1.18392 3.80230 4.17436
F -1.97608 3.82353 5.27118
C -1.20168 4.87491 3.30247
C -0.38650 4.85149 2.18978
C 0.81601 4.43850 -0.40636
C 1.14150 3.56588 -1.62733
C -1.21316 -0.11617 -0.38273
C -1.96204 -1.41401 -0.66923
O -2.61417 -2.05572 0.12237
C -0.97423 -4.87366 -0.46582
C -0.32176 -4.97716 0.74566
H 1.74311 -5.49927 2.54635
H 2.54953 -3.95034 2.26983
H 0.97006 -4.00595 3.06355
H 2.40406 -3.12247 0.05228
H 1.25326 -2.94779 -2.10388
H -0.50373 -3.61759 -3.58210
H -1.64282 -4.88491 -3.10789
H -2.76921 -2.65889 -3.53804
H -3.04247 -3.30165 -1.89489
H -0.27672 -1.24503 -3.35703
H -1.60236 -0.06222 -3.27458
H 0.69925 -0.43586 -1.35330
H 1.14926 0.98667 0.38748
H 2.58218 1.05291 -0.66804
H 3.11974 3.29211 0.05651
H 2.68324 2.44185 1.53340
H 1.05888 1.82304 2.66640
H -0.37014 1.88578 4.64061
H -1.84092 5.71993 3.50337
H -0.38179 5.70509 1.53132
H 1.28827 5.42255 -0.52832
H -0.26653 4.57561 -0.35079
H 0.48426 3.82492 -2.45855
H 2.17975 3.70222 -1.94574
H -0.72069 -0.17355 0.58629
H -1.94054 0.69841 -0.35150
H -1.92657 -5.36348 -0.60515
H -0.76696 -5.54892 1.54690
*
```

Atom charges from the Mulliken analysis, given in e for atoms 1 to 8: -1.50 0.98 -0.82 -0.27 0.65 -1.41 -1.00 0.18